A molecular structure, C36H30ClCrN7OS2. Source: the OMol25 dataset; level of theory: ωB97M-V/def2-TZVPD.

Values from the calculation:
Net charge   +1
2S+1   2
Relative energy (zero: lowest compared OMol25 entry of this formula, charge and spin)   0.1976 eV
Expectation value of S²   0.7579
Frontier orbital gap (spin up / spin down)   0.2532 / 0.2553 Ha
F_max   1.06 eV Å⁻¹

Each line ends with the Mulliken charge.
CARTESIAN COORDINATES (ANGSTROEM)
Cr -0.601 0.551 -0.008  0.44
Cl 2.332 5.001 4.930  -0.22
S -2.725 2.110 -3.652  -0.26
S 1.843 -5.918 -2.755  -0.31
O -0.993 2.115 1.057  -0.27
N -1.442 -1.637 0.637  0.67
N 2.548 0.891 0.062  -0.12
N 1.381 1.490 -0.286  1.29
N -2.763 0.698 0.059  1.39
N 0.166 -1.043 -1.382  1.30
N 0.301 -0.179 1.893  1.59
N 1.261 -4.470 -4.883  -0.34
C 4.975 1.270 0.419  -1.48
C -0.289 1.739 -2.970  -0.77
C -0.071 -2.515 -3.255  -1.20
C 1.264 -2.232 2.952  -0.74
C -4.865 0.615 1.172  -1.10
C 0.758 3.880 -0.805  -1.61
C -3.359 1.197 -1.035  0.29
C -2.338 -2.308 -0.036  -0.13
C -0.417 4.093 2.165  -0.62
C 1.207 -3.641 3.105  -1.15
C -1.061 1.372 -1.816  -0.25
C -0.617 -2.331 1.476  -0.98
C 3.093 2.957 -0.275  -1.40
C -1.664 -4.410 0.874  -0.91
C -0.235 2.713 1.940  -0.18
C 1.161 -1.836 -0.964  -0.36
C 0.360 -1.580 2.167  0.19
C 3.597 1.729 0.065  0.77
C 1.598 -2.959 -1.636  -1.68
C 1.366 -4.571 -3.552  -0.10
C -5.493 1.080 0.022  -0.66
C 1.351 4.110 3.807  -0.14
C 1.507 2.766 3.665  -0.96
C 0.257 -4.377 2.462  -0.92
C 1.709 2.774 -0.471  0.40
C -4.736 1.378 -1.092  -1.06
C -2.389 1.528 -2.072  1.26
C -0.676 -3.724 1.619  1.20
C -0.445 -1.401 -2.515  -0.30
C 0.970 -3.311 -2.816  0.93
C 0.828 0.628 2.743  -0.08
C -2.500 -3.708 0.060  -1.10
C 0.368 4.777 3.057  -0.62
C -1.055 2.142 -4.023  -0.67
C 0.732 2.054 2.723  0.38
C -3.499 0.443 1.144  -0.60
H -5.421 0.393 2.073  0.50
H 1.936 -4.128 3.740  0.42
H -1.735 -5.489 0.952  0.47
H -1.187 4.598 1.595  0.59
H 3.637 3.886 -0.350  0.53
H 1.525 -5.266 -5.442  0.23
H 1.589 -1.610 0.004  0.24
H -2.957 0.086 2.011  0.52
H -5.194 1.772 -1.991  0.50
H 1.351 0.217 3.609  0.38
H -6.567 1.222 0.006  0.44
H -1.283 -0.795 -2.827  0.42
H 0.228 5.841 3.202  0.46
H -0.284 3.596 -0.707  0.15
H 5.066 1.085 1.491  0.29
H 5.698 2.035 0.151  0.40
H 2.389 -3.577 -1.229  0.50
H 1.126 -3.586 -5.343  0.21
H -0.646 -2.764 -4.139  0.49
H 5.245 0.354 -0.111  0.34
H 0.956 4.722 -0.140  0.47
H -3.264 -4.200 -0.526  0.46
H 0.933 4.217 -1.827  0.42
H -2.972 -1.728 -0.703  0.50
H 0.793 1.693 -3.021  0.53
H 2.572 -0.097 0.228  -0.22
H 0.216 -5.453 2.573  0.47
H -0.725 2.479 -4.995  0.50
H 2.049 -1.689 3.464  0.51
H 2.227 2.237 4.281  0.48

=====

2 unconnected molecules or ions with the total composition C2H7NO2S. Source: the OMol25 dataset; level of theory: ωB97M-V/def2-TZVPD.

Values from the calculation:
Net charge   0
SMILES   [H]/N=C\C.OSO
Relative energy (zero: lowest compared OMol25 entry of this formula, charge and spin)   3.0547 eV
Frontier orbital gap   0.3363 Ha
F_max   4.04 eV Å⁻¹

Each line ends with the Mulliken charge.
CARTESIAN COORDINATES (ANGSTROEM)
S 1.291 0.666 -1.788  0.17
O 0.850 -0.704 -2.541  -0.50
O 2.377 -0.022 -0.753  -0.44
N -0.897 -1.054 -0.679  -0.76
C -0.527 0.641 1.007  -0.94
C -1.095 0.165 -0.309  0.18
H -0.456 -1.770 -0.172  0.24
H 0.049 -1.047 -1.868  0.48
H -0.621 -0.144 1.697  0.30
H 3.184 -0.166 -1.162  0.32
H -1.711 0.916 -0.744  0.32
H 0.586 0.847 1.000  0.22
H -0.779 1.575 1.356  0.41

=====

A single C5H10O molecule. Source: the OMol25 dataset; level of theory: ωB97M-V/def2-TZVPD.

Values from the calculation:
Net charge   0
SMILES   CC[C@@]1(C)CO1
Relative energy (zero: lowest compared OMol25 entry of this formula, charge and spin)   1.8716 eV
Frontier orbital gap   0.3945 Ha
F_max   4.91 eV Å⁻¹

Each line ends with the Mulliken charge.
CARTESIAN COORDINATES (ANGSTROEM)
O 0.436 1.730 -1.018  -0.50
C -1.143 0.129 -0.006  -0.57
C 0.234 0.628 -0.170  1.25
C -1.395 -1.235 0.538  -1.21
C 0.939 0.509 -1.490  -0.74
C 1.338 0.412 0.828  -1.53
H -0.881 -1.978 -0.080  0.31
H 0.886 0.807 1.739  0.38
H -2.449 -1.515 0.597  0.37
H 2.318 0.891 0.753  0.43
H -1.606 0.210 -0.995  0.37
H 2.022 0.486 -1.641  0.31
H -0.980 -1.319 1.546  0.30
H 1.587 -0.635 1.057  0.32
H 0.381 0.025 -2.284  0.25
H -1.673 0.854 0.621  0.26

=====

A single C18H21NO molecule. Source: the OMol25 dataset; level of theory: ωB97M-V/def2-TZVPD.

Values from the calculation:
Net charge   0
SMILES   Cc1ccccc1C(=O)NCCCCc1ccccc1
Relative energy (zero: lowest compared OMol25 entry of this formula, charge and spin)   0.2148 eV
Frontier orbital gap   0.3541 Ha
F_max   0.37 eV Å⁻¹

Each line ends with the Mulliken charge.
CARTESIAN COORDINATES (ANGSTROEM)
O -0.310 0.752 -0.951  -0.57
N 1.397 0.210 0.428  -0.15
C -2.161 -1.618 -2.216  -0.64
C -1.503 -2.442 -3.113  -0.45
C 0.493 4.879 1.845  -0.59
C -0.733 -3.492 -2.644  -0.61
C 0.536 3.580 -0.193  0.83
C -1.107 -3.088 1.107  -1.43
C -1.261 -2.882 -0.374  0.27
C 0.505 2.412 0.574  0.44
C -0.185 -2.045 1.754  -0.39
C 0.598 3.518 -1.687  -1.39
C 0.448 3.719 2.599  -0.75
C 0.537 4.804 0.465  -0.67
C 0.457 2.492 1.962  -0.56
C -0.614 -3.709 -1.282  -0.19
C 0.471 1.061 -0.074  0.53
C 1.500 -1.178 0.042  -0.54
C 1.255 -2.106 1.234  -0.73
C -2.042 -1.839 -0.857  0.15
H -2.761 -0.796 -2.574  0.40
H -1.592 -2.268 -4.176  0.38
H -2.554 -1.189 -0.163  0.37
H -0.221 -4.142 -3.339  0.39
H -0.706 -4.086 1.302  0.42
H 0.755 -1.341 -0.739  0.06
H 1.945 -1.822 2.034  0.42
H -0.010 -4.531 -0.922  0.35
H 1.575 3.156 -2.008  0.30
H 2.497 -1.366 -0.372  0.35
H -0.148 2.823 -2.063  0.29
H 0.489 5.843 2.333  0.39
H 0.431 4.500 -2.122  0.41
H 0.569 5.713 -0.118  0.36
H -2.088 -3.020 1.584  0.40
H 0.402 1.584 2.548  0.46
H 0.404 3.769 3.677  0.40
H 2.013 0.534 1.157  0.30
H -0.591 -1.048 1.573  0.26
H -0.188 -2.215 2.833  0.33
H 1.498 -3.127 0.938  0.37

=====

A gas-phase ion, C5H13BNO4 (charge -1). Source: the OMol25 dataset; level of theory: ωB97M-V/def2-TZVPD.

Values from the calculation:
Net charge   -1
Frontier orbital gap   0.2603 Ha
F_max   0.26 eV Å⁻¹

Each line ends with the Mulliken charge.
CARTESIAN COORDINATES (ANGSTROEM)
O -1.111 0.446 1.457  -0.62
O 2.576 0.851 -1.862  -0.44
O -0.895 2.127 -0.178  -0.74
O 1.423 1.283 -1.101  -0.19
N 0.387 -1.927 0.195  -0.31
C 1.153 -1.364 1.304  -0.79
C 0.327 0.570 -1.658  -0.60
C -1.440 -0.105 0.227  0.33
C -0.956 0.916 -0.852  0.06
C -1.034 -1.583 0.161  -1.21
B -0.654 1.872 1.283  0.78
H -2.541 -0.149 0.110  0.17
H 0.458 -2.936 0.230  0.27
H 2.161 -1.785 1.276  0.33
H 0.547 1.979 1.586  -0.34
H -1.339 2.639 1.965  -0.27
H 0.707 -1.557 2.289  0.26
H -1.747 0.981 -1.616  0.23
H 0.204 0.866 -2.707  0.44
H -1.452 -2.005 -0.761  0.39
H 0.555 -0.494 -1.611  0.30
H 3.016 1.704 -1.945  0.30
H -1.575 -2.045 1.003  0.46
H 1.229 -0.285 1.204  0.17

=====

A molecular structure, C30H44BrEuN3P2. Source: the OMol25 dataset; level of theory: ωB97M-V/def2-TZVPD.

Values from the calculation:
Net charge   +2
2S+1   8
Relative energy (zero: lowest compared OMol25 entry of this formula, charge and spin)   3.6433 eV
Expectation value of S²   16.0778
Frontier orbital gap (spin up / spin down)   0.1138 / 0.0971 Ha
F_max   2.98 eV Å⁻¹

Each line ends with the Mulliken charge.
CARTESIAN COORDINATES (ANGSTROEM)
Eu -2.369 0.747 2.421  1.36
Br -3.475 0.007 4.797  -0.26
P 1.657 -0.373 -0.265  0.64
P -1.552 -1.905 -1.851  1.07
N 0.135 -2.729 2.984  -0.31
N -0.250 -0.610 3.800  0.12
N 3.457 3.505 -2.821  -0.51
C -1.234 -4.191 -3.656  -1.30
C 2.637 3.497 -3.868  -0.39
C 1.854 4.649 -1.499  -0.29
C 0.449 -2.355 5.350  -0.56
C -3.755 1.719 0.697  -0.57
C -3.366 3.909 0.033  -0.41
C -2.708 -3.119 -1.074  -0.74
C -2.974 1.100 -0.248  -1.20
C -0.174 0.247 4.833  -0.30
C 4.410 0.226 0.520  -1.29
C -3.108 -1.323 -4.255  -1.60
C -2.647 -0.838 -2.890  -0.40
C 1.325 3.976 -3.778  -0.47
C 0.128 -1.888 4.051  0.68
C 0.025 -0.152 6.155  -0.59
C -2.465 3.377 -0.908  0.27
C 1.907 -0.036 -2.083  0.34
C 3.308 0.224 -2.630  -1.50
C -3.931 3.044 1.004  -0.81
C 2.957 0.684 0.531  -0.32
C 0.355 -1.481 6.428  -0.48
C 0.906 4.453 -2.521  0.77
C -0.620 -2.898 -3.121  -0.40
C -1.439 4.163 -1.475  -0.58
C -4.072 -3.356 -1.710  -1.36
C 2.320 -2.105 -0.052  -0.55
C 3.460 -2.602 -0.937  -1.52
C -2.280 1.994 -1.092  0.54
C -0.482 4.533 -2.147  0.19
C 3.141 4.143 -1.698  -0.54
H -2.146 -4.013 -4.242  0.25
H 4.018 -0.584 -2.413  0.29
H -1.560 1.615 -1.825  0.28
H -0.112 0.580 6.941  0.43
H 1.433 -0.869 -2.630  0.05
H 0.350 -3.123 -2.639  0.23
H -0.502 -4.658 -4.330  0.42
H -3.543 4.989 0.050  0.50
H 3.003 3.064 -4.803  0.40
H 3.647 -3.662 -0.717  0.46
H -3.685 -0.513 -4.719  0.47
H -0.416 -2.204 -3.952  0.49
H -3.771 -2.194 -4.185  0.22
H 4.541 -0.763 0.974  0.31
H -4.634 -4.042 -1.064  0.42
H 0.482 -3.669 3.110  0.22
H 4.406 -2.078 -0.747  0.31
H -4.669 -2.440 -1.803  0.28
H 5.013 0.929 1.110  0.44
H 0.006 -2.361 2.045  -0.02
H 1.287 0.859 -2.268  0.01
H 3.224 -2.539 -2.006  0.30
H -4.001 -3.835 -2.696  0.21
H 4.845 0.221 -0.487  0.22
H 2.619 0.771 1.577  0.49
H -2.274 -1.553 -4.925  0.31
H 3.251 0.307 -3.725  0.40
H -2.785 0.021 -0.303  0.85
H -2.079 0.095 -3.014  0.18
H 2.869 1.688 0.085  0.12
H 0.537 -1.821 7.449  0.43
H -2.842 -2.738 -0.046  0.49
H -4.415 3.450 1.899  0.57
H -0.343 1.301 4.595  0.35
H 1.558 5.038 -0.523  0.44
H 0.733 -3.403 5.448  0.35
H -1.459 -4.915 -2.862  0.27
H 2.599 -2.203 1.010  0.54
H 0.631 3.833 -4.607  0.45
H 3.899 4.231 -0.916  0.43
H 3.723 1.181 -2.284  0.19
H 1.438 -2.747 -0.215  0.32
H -3.510 -0.585 -2.261  0.39
H -2.149 -4.062 -0.991  0.50

=====

A molecular structure, C32H26N4O2ScSi. Source: the OMol25 dataset; level of theory: ωB97M-V/def2-TZVPD.

Values from the calculation:
Net charge   +1
Relative energy (zero: lowest compared OMol25 entry of this formula, charge and spin)   1.2754 eV
Frontier orbital gap   0.2321 Ha
F_max   4.37 eV Å⁻¹

Each line ends with the Mulliken charge.
CARTESIAN COORDINATES (ANGSTROEM)
Sc -0.287 0.776 -1.278  0.29
Si 0.173 1.025 1.383  0.77
O -2.101 0.963 -2.187  -0.62
O -4.182 0.195 -1.616  -0.61
N 1.617 2.963 -3.138  -0.05
N -0.209 3.017 -1.561  0.24
N -0.967 -1.400 -1.274  -0.03
N 1.748 0.956 -1.756  0.12
C -2.386 -1.220 -1.218  0.36
C 2.616 -0.069 -1.417  -0.51
C -2.236 -0.572 2.014  -0.17
C 3.189 1.271 -3.699  -0.85
C 2.193 1.732 -2.832  0.81
C -4.283 0.358 3.028  -0.79
C 0.576 -5.014 0.050  -0.69
C 1.367 -0.035 2.375  0.53
C -2.306 1.684 2.765  -0.64
C -2.766 -3.482 -0.435  -0.71
C 0.433 5.059 -2.653  -0.89
C 0.640 3.657 -2.400  0.60
C 1.405 -4.031 -0.551  -0.40
C -3.240 -2.215 -0.717  -0.36
C 2.777 0.095 2.088  -0.72
C -1.602 0.645 2.204  0.40
C -1.576 4.930 -1.345  -0.72
C 3.659 -0.487 -2.151  -0.94
C -1.369 -3.723 -0.486  0.97
C -0.489 -2.658 -1.004  0.30
C 1.947 -1.936 3.831  -0.79
C 3.679 -0.795 2.623  -0.54
C 1.023 -0.978 3.326  -0.25
C 3.920 0.150 -3.388  -0.53
C -0.744 -4.806 0.178  -0.77
C -0.531 5.704 -1.927  -0.45
C -3.582 1.510 3.273  -0.41
C 3.270 -1.807 3.448  -0.48
C -2.972 0.028 -1.703  0.13
C -1.360 3.594 -1.196  -0.18
C 0.863 -2.956 -1.213  -0.80
C -3.573 -0.719 2.396  -0.58
H -5.346 0.302 3.259  0.40
H 2.399 -0.513 -0.432  0.96
H -4.294 -1.895 -0.594  0.54
H 2.058 3.512 -3.866  0.27
H 3.128 0.852 1.393  0.47
H 4.715 -0.627 2.359  0.41
H -1.641 -1.345 1.545  0.57
H -1.400 -5.506 0.762  0.35
H -4.037 -1.676 2.280  0.49
H -3.363 -4.349 -0.087  0.42
H -0.606 6.766 -1.854  0.47
H -1.821 2.667 2.955  0.27
H 4.720 -0.245 -4.026  0.43
H 1.524 -2.691 4.447  0.49
H 4.010 -2.473 3.893  0.39
H -2.522 5.398 -1.023  0.38
H 0.963 -5.958 0.408  0.42
H 0.491 2.397 1.879  -0.36
H 4.157 -1.429 -1.842  0.42
H 1.490 -2.338 -1.834  0.74
H -2.140 2.954 -0.773  0.41
H 0.054 -0.939 3.796  0.43
H -3.954 2.388 3.861  0.32
H 3.521 1.884 -4.525  0.39
H 2.482 -4.089 -0.484  0.45
H 1.074 5.544 -3.330  0.44

=====

2 unconnected molecules or ions with the total composition C5H12NO2. Source: the OMol25 dataset; level of theory: ωB97M-V/def2-TZVPD.

Values from the calculation:
Net charge   -1
Relative energy (zero: lowest compared OMol25 entry of this formula, charge and spin)   2.7735 eV
Frontier orbital gap   0.2693 Ha
F_max   0.51 eV Å⁻¹

Each line ends with the Mulliken charge.
CARTESIAN COORDINATES (ANGSTROEM)
O 0.516 -1.551 -2.446  -0.63
O 1.082 0.071 -0.154  -0.71
N 0.434 -0.196 3.469  -0.59
C -0.533 0.603 -2.224  -0.44
C 1.195 0.070 2.237  -0.44
C 0.377 -0.213 0.969  -0.31
C -1.818 -0.092 -1.807  -0.94
C 0.644 -0.361 -2.232  0.15
H 1.010 -0.062 4.285  0.20
H -2.071 -0.894 -2.502  0.27
H -0.630 1.033 -3.226  0.40
H -0.340 0.448 3.541  0.21
H -2.663 0.596 -1.743  0.31
H 2.057 -0.599 2.216  0.31
H 0.041 -1.274 1.040  0.17
H -0.565 0.392 1.060  0.07
H -0.258 1.381 -1.515  0.27
H -1.677 -0.556 -0.832  0.18
H 1.633 0.109 -2.300  0.28
H 1.564 1.096 2.165  0.23